1.
17
Properties=species:S:1:pos:R:3:forces:R:3 method="wB97M-V/def2-TZVPD" e_tot_ev=-7298.886 lumo_ev=-4.7 gap_ha=0.28371 total_charge=+1
C 1.76429 0.32692 -0.80688 -0.5 0.0 0.1
C 1.64085 -1.00628 -0.88459 0.2 -0.4 -0.3
N 0.93683 -1.70590 -1.83607 -0.4 0.2 0.5
H 1.26989 0.95109 -1.54757 0.2 0.1 0.1
H 2.43293 0.74495 -0.07249 0.2 0.2 -0.1
H 2.21943 -1.63482 -0.21589 -0.1 0.0 0.1
H 0.22249 -1.19497 -2.33541 0.2 0.0 -0.2
H 0.63188 -2.63084 -1.57445 0.2 -0.1 -0.1
C -1.45867 -0.34826 1.36867 0.1 0.1 0.1
C -1.25682 1.98549 0.75705 -0.2 0.1 0.1
N -0.78994 0.81204 0.77418 -0.1 -0.1 0.1
H -0.90376 -0.66165 2.25047 0.1 0.0 0.0
H -1.45959 -1.15341 0.64205 0.0 -0.1 -0.1
H -2.47219 -0.08351 1.64696 -0.1 0.0 0.0
H -2.21583 2.17989 1.22764 0.0 0.1 -0.1
H -0.69950 2.77992 0.28006 0.1 0.0 0.0
H 0.13771 0.63936 0.32628 0.1 -0.2 -0.1

=====

2.
17
Properties=species:S:1:pos:R:3:forces:R:3 method="wB97M-V/def2-TZVPD" e_tot_ev=-7298.936 lumo_ev=-3.7 gap_ha=0.32721 total_charge=+1
C -0.56051 0.93126 -2.14370 -0.9 0.7 0.4
C -1.20933 0.17247 -0.91520 0.6 0.5 -0.8
C -0.22314 -0.03073 0.17300 0.8 -2.7 1.1
N -0.18111 0.94220 1.31043 0.1 1.3 -1.9
C 0.55771 -1.13032 0.31134 -0.6 1.3 0.1
N 1.61060 -1.29081 1.16431 -0.5 -0.9 -0.6
H -0.87334 0.46366 -3.07458 0.1 -0.1 0.0
H 0.53099 1.05521 -2.16173 -0.3 -0.4 0.4
H -0.98167 1.92342 -2.17357 0.0 0.6 -0.2
H -2.10618 0.63110 -0.44829 0.2 0.1 -0.9
H -1.50799 -0.75216 -1.42214 -0.1 -0.3 1.1
H -1.15295 1.25743 1.39645 0.2 0.1 0.7
H 0.24268 0.65434 2.19016 -0.5 -0.5 0.1
H 0.36169 1.76203 1.00604 -0.2 0.1 0.2
H 0.27319 -1.97985 -0.31514 0.7 0.3 -0.1
H 1.88710 -0.68647 1.91640 0.1 0.0 -0.2
H 2.19073 -2.06879 0.91390 0.4 -0.1 0.6

=====

3.
17
Properties=species:S:1:pos:R:3:forces:R:3 method="wB97M-V/def2-TZVPD" e_tot_ev=-7298.564 lumo_ev=-3.3 gap_ha=0.39417 total_charge=+1
C 0.05648 -2.56798 -0.57276 0.5 7.3 -3.8
N -0.07128 -1.28958 -0.30703 0.0 -3.5 1.5
C 0.33895 -0.27718 -1.24692 -1.3 -0.5 -1.9
C 0.75745 0.93436 -0.40868 -1.2 1.0 -1.4
C -0.35184 1.53441 0.43554 -0.8 -1.3 0.0
N -0.58577 0.67191 1.67344 -2.3 -0.8 1.9
H 0.32194 -2.82990 -1.58243 0.3 -0.3 -0.5
H 0.04210 -3.28443 0.08449 -0.9 -3.6 4.0
H -0.61327 0.05120 -1.82136 1.6 -0.6 0.5
H 1.09128 -0.80585 -1.95571 -0.9 1.8 0.9
H 0.97757 1.85679 -0.94476 0.7 -0.6 -1.0
H 1.60616 0.69477 0.14819 1.4 -0.2 1.2
H -1.33474 1.59059 -0.08522 0.7 -0.4 0.2
H -0.11125 2.55929 0.63741 0.2 0.3 1.0
H -1.60212 0.76419 2.05057 2.2 0.3 -0.6
H -0.57635 -0.36198 1.38387 0.6 1.0 -0.5
H 0.05470 0.75939 2.51136 -0.6 0.3 -1.4

=====

4.
17
Properties=species:S:1:pos:R:3:forces:R:3 method="wB97M-V/def2-TZVPD" e_tot_ev=-7297.897 lumo_ev=-5.4 gap_ha=0.25228 total_charge=+1
C 2.88721 0.62089 0.27440 -2.3 -0.8 1.6
N 1.49751 0.79575 -0.13729 -2.2 -0.1 -0.1
C 0.29957 0.05469 0.31939 0.8 1.3 0.8
C -0.84016 0.10573 -0.77761 -0.7 -1.3 2.7
C -1.75247 -0.93494 -0.32589 -4.8 3.0 1.4
N -3.02930 -0.82769 0.18353 4.5 -1.2 -1.8
H 3.25475 1.46218 0.78948 0.5 1.1 0.5
H 3.02700 -0.23178 0.90511 -0.2 -0.6 0.7
H 3.40505 0.39249 -0.56112 2.1 -0.3 -2.7
H 1.22855 1.77196 -0.17717 0.3 -0.1 -0.1
H -0.22918 0.59638 1.14669 0.6 -0.5 -0.1
H 0.50142 -0.96995 0.70445 0.2 0.6 -0.6
H -1.22496 1.06118 -0.88732 -0.9 1.8 0.0
H -0.57243 -0.24921 -1.68859 1.7 -1.0 -3.0
H -1.30136 -1.86174 -0.35086 0.4 -2.3 0.5
H -3.72332 -0.13669 0.01229 0.2 1.4 -0.1
H -3.42787 -1.64924 0.57050 -0.3 -1.0 0.2

=====

5.
17
Properties=species:S:1:pos:R:3:forces:R:3 method="wB97M-V/def2-TZVPD" e_tot_ev=-7297.702 lumo_ev=-6.7 gap_ha=0.19458 total_charge=+1
C -1.99196 -1.49835 0.10178 -0.3 0.7 -1.4
C -0.86386 -0.62236 0.45167 0.5 -0.9 2.7
C 0.42953 -1.08898 0.52014 -0.5 -0.9 -0.4
C 1.40248 -0.67333 1.40458 1.3 0.2 -0.2
N 2.67418 -1.19673 1.30973 -0.5 -0.1 0.3
N -0.46527 3.78086 -2.47996 0.8 1.0 0.3
H -2.38505 -1.94592 1.02175 0.2 0.2 0.2
H -2.81670 -0.92339 -0.32912 0.0 -0.1 0.1
H -1.04416 0.27366 1.04452 -0.3 0.2 -0.4
H -1.24947 3.99019 -3.04553 -0.7 -0.1 -0.4
H 0.66002 -1.96377 -0.08648 0.3 0.1 0.0
H 1.27464 -0.00444 2.25633 -0.4 0.9 -0.8
H 3.43568 -0.58271 1.57250 -0.3 0.1 0.7
H 2.79248 -2.10573 1.75140 0.1 -0.4 -0.8
H -0.52014 2.95341 -1.93422 0.0 -0.5 -0.1
H -1.72788 -2.31009 -0.57406 0.1 0.0 0.0
H 0.39549 3.91769 -2.98504 0.0 -0.3 0.1

=====

6.
17
Properties=species:S:1:pos:R:3:forces:R:3 method="wB97M-V/def2-TZVPD" e_tot_ev=-7297.070 lumo_ev=-3.6 gap_ha=0.38377 total_charge=+1
C -1.39919 0.60816 -0.91448 -5.1 -1.7 3.8
C 2.11142 1.00432 -0.38362 -1.0 -0.6 2.8
C -2.09072 -0.65192 0.97695 2.6 -4.0 0.3
C 0.88795 -0.94090 0.28321 -1.1 2.8 -0.4
N 1.56790 -0.30807 -0.63146 0.3 0.1 0.9
N -1.19009 -0.25052 -0.03038 2.3 -0.1 0.4
H -0.64220 0.96220 -1.42554 3.5 1.7 -3.2
H -2.43480 0.95889 -0.86024 0.3 0.8 -1.1
H 2.16854 1.67187 -1.14264 -0.9 1.8 -2.7
H 1.72383 1.44052 0.54709 -1.1 0.0 -0.6
H 3.07431 1.02585 -0.04011 3.1 -1.1 0.4
H -1.77370 -1.75714 1.21358 -1.5 1.7 -0.6
H -3.07157 -0.46814 0.79103 -3.1 0.0 -1.0
H -1.94027 -0.22617 1.91661 1.0 1.4 1.5
H 0.58948 -1.89419 -0.04334 -0.4 -1.4 0.7
H 0.66856 -0.38024 1.23585 0.8 -1.5 -0.9
H 1.75055 -0.79451 -1.49251 0.2 0.1 -0.3

=====

7.
17
Properties=species:S:1:pos:R:3:forces:R:3 method="wB97M-V/def2-TZVPD" e_tot_ev=-7297.070 lumo_ev=-3.5 gap_ha=0.40042 total_charge=+1
C -0.18273 1.55605 0.62381 0.4 4.4 2.2
C -0.72579 0.27119 1.05741 -1.9 -3.1 0.4
C -0.41916 -0.46750 2.42584 -1.9 4.7 -1.3
C 0.93350 -0.23221 -0.83257 1.2 -2.2 -0.8
N 0.10825 -0.69576 -2.63412 -0.3 0.0 -0.2
N 0.40306 0.38798 0.18247 1.0 -1.5 -2.0
H -0.61252 2.35748 -0.01496 -0.1 -1.3 0.0
H 0.33694 2.09509 1.47731 -0.1 -0.8 -1.2
H -1.65404 -0.11394 0.52760 1.1 0.6 0.7
H -0.66648 -1.45009 2.30993 -1.0 -2.5 0.2
H -0.90374 0.13193 3.22249 -0.2 -1.0 -0.3
H 0.58339 -0.35985 2.60204 2.7 0.1 0.4
H 0.01705 -1.73829 -2.58426 -0.1 1.6 -0.6
H 1.69969 0.16289 -1.51158 -0.1 0.7 1.4
H 0.96699 -1.35913 -0.86060 0.2 1.6 1.3
H -0.77713 -0.18610 -2.75622 0.6 -0.6 -0.5
H 0.89271 -0.35976 -3.23457 -1.4 -0.7 0.2

=====

8.
17
Properties=species:S:1:pos:R:3:forces:R:3 method="wB97M-V/def2-TZVPD" e_tot_ev=-7299.234 lumo_ev=-4.0 gap_ha=0.41681 total_charge=+1
C -0.68193 -2.51857 -0.63621 0.0 -0.4 0.3
N -0.42397 -1.56150 -1.41486 -0.1 0.0 0.0
H -0.32151 -2.46939 0.38988 -0.1 0.0 0.0
H -1.23554 -3.40874 -0.92817 0.0 0.0 0.0
H -0.79695 -1.70308 -2.34655 0.0 0.1 -0.2
H 0.23204 -0.31805 -0.81110 0.1 0.7 -0.1
C -0.84308 0.95262 1.49145 -0.1 0.1 0.0
C -0.14666 1.59147 0.29810 -0.4 -0.1 -0.1
C 1.96340 0.67292 -0.38180 0.4 -0.1 -0.2
N 0.70392 0.60844 -0.37236 0.0 -0.6 0.2
H -1.47811 1.69015 1.98817 0.2 0.0 0.0
H -1.50258 0.14602 1.17486 0.1 -0.1 0.0
H -0.10869 0.57358 2.20658 -0.1 0.0 0.0
H 0.47474 2.42928 0.59170 0.1 0.2 0.0
H -0.87299 1.92188 -0.45086 0.1 0.1 0.2
H 2.49761 1.48591 0.09225 -0.1 0.2 0.0
H 2.54031 -0.09294 -0.89107 -0.1 -0.1 0.1